1.
Formula: C22H24BINO4
Source: OMol25
Level of theory: wB97M-V/def2-TZVPD

ORCA input file:
```
! wB97M-V def2-TZVPD RIJCOSX def2/J DEFGRID3
* xyz -1 1
C -6.409 2.188 0.882
C -6.329 0.749 1.339
C -5.056 0.043 0.879
N -3.868 0.685 1.429
B -2.554 0.422 0.609
C -2.341 -1.200 0.307
C -1.269 0.890 1.558
C -1.475 2.090 2.379
O -0.700 3.031 2.461
C -2.669 1.181 -0.888
C -1.605 2.142 -1.214
O -0.550 1.861 -1.739
I -1.914 4.247 -0.735
H -5.940 2.343 -0.081
H -7.446 2.495 0.790
H -5.944 2.862 1.583
H -6.343 0.702 2.420
H -7.182 0.178 0.986
H -5.138 -0.996 1.196
H -5.041 0.044 -0.207
H -3.698 0.226 2.316
H -1.314 -1.404 0.016
H -2.506 -1.744 1.236
H -3.002 -1.579 -0.467
H -0.321 0.972 1.039
H -1.151 0.087 2.289
H -2.403 2.149 2.963
H -3.629 1.681 -0.977
H -2.593 0.428 -1.657
C 1.275 -0.423 -3.115
C 2.036 0.723 -3.315
C 3.250 0.872 -2.670
C 3.707 -0.120 -1.812
C 2.934 -1.265 -1.599
C 1.721 -1.413 -2.259
C 3.383 -2.328 -0.661
O 2.733 -3.337 -0.487
C 4.673 -2.124 0.064
C 5.090 -3.078 0.983
C 6.288 -2.912 1.655
C 7.080 -1.795 1.407
C 6.667 -0.841 0.494
C 5.461 -0.998 -0.175
C 5.021 0.054 -1.139
O 5.726 1.017 -1.362
H 0.326 -0.535 -3.619
H 1.675 1.504 -3.969
H 3.845 1.761 -2.821
H 1.127 -2.300 -2.090
H 4.471 -3.944 1.169
H 6.608 -3.654 2.375
H 8.018 -1.669 1.931
H 7.273 0.032 0.299
*
```

- Orbital gap: 5.64 eV
- HOMO energy: -4.613 eV
- M: 504.15 g/mol
- Calculated total energy: -41663.53715 eV
- E_LUMO: 1.03 eV

---

2.
Formula: C22H24BN4O6Ru
Source: OMol25
Level of theory: wB97M-V/def2-TZVPD

ORCA input file:
```
! wB97M-V def2-TZVPD RIJCOSX def2/J DEFGRID3
* xyz 0 6
Ru 2.478 -0.824 0.692
O 1.512 -2.302 1.626
N 0.645 -1.886 2.531
N 1.132 -0.711 3.133
O 1.984 0.047 2.492
C 0.730 -0.367 4.396
C 1.212 0.811 4.989
C 0.796 1.149 6.258
C -0.096 0.338 6.953
C -0.576 -0.826 6.361
C -0.175 -1.189 5.092
H 1.898 1.434 4.432
H 1.166 2.059 6.713
H -0.420 0.613 7.948
H -1.274 -1.453 6.898
H -0.539 -2.089 4.621
O 4.937 1.050 -1.868
C 4.259 0.244 -1.259
O 3.682 0.504 -0.076
C 3.959 -1.099 -1.734
C 4.323 -1.607 -2.979
C 3.960 -2.883 -3.329
C 3.182 -3.655 -2.408
C 2.831 -3.116 -1.213
N 3.209 -1.861 -0.835
H 4.900 -0.966 -3.631
H 4.254 -3.309 -4.278
H 2.881 -4.664 -2.651
H 2.236 -3.665 -0.491
C -4.745 2.181 -3.945
C -4.341 1.970 -2.484
C -4.421 3.326 -1.767
C -5.341 0.991 -1.850
C -2.927 1.407 -2.342
C -2.122 1.129 -3.449
C -0.833 0.616 -3.332
C -0.365 0.384 -2.062
O 0.843 -0.110 -1.645
B 0.782 -0.133 -0.259
O -0.440 0.331 0.184
C -1.152 0.654 -0.947
C -2.424 1.163 -1.060
H -5.759 2.582 -3.984
H -4.737 1.242 -4.501
H -4.085 2.894 -4.443
H -5.423 3.749 -1.867
H -3.707 4.028 -2.203
H -4.198 3.231 -0.704
H -6.359 1.373 -1.951
H -5.138 0.841 -0.789
H -5.287 0.020 -2.347
H -2.497 1.315 -4.445
H -0.222 0.411 -4.201
H -3.006 1.364 -0.170
N 4.493 -1.625 1.899
H 4.367 -2.528 2.337
H 4.633 -0.928 2.622
H 5.324 -1.656 1.321
*
```

- ΔE to the lowest compared entry with this formula, charge and spin: 49.7 kJ/mol
- Orbital gap (alpha / beta): 5.68 / 5.92 eV
- HOMO energy (alpha / beta): -5.315 / -8.652 eV
- M: 552.34 g/mol
- Expectation value of S²: 8.8098
- Calculated total energy: -44703.54266 eV
- E_LUMO (alpha / beta): 0.36 / -2.73 eV

---

3.
Formula: C22H24BrNO5PtS
Source: OMol25
Level of theory: wB97M-V/def2-TZVPD

ORCA input file:
```
! wB97M-V def2-TZVPD RIJCOSX def2/J DEFGRID3
* xyz 2 1
Pt 0.379 0.683 0.527
C -2.856 -2.443 0.607
O -1.962 -1.456 1.122
C -1.056 -1.964 2.080
C -0.889 -0.914 3.144
O -0.482 0.377 2.580
C -1.431 1.428 2.873
C -0.840 2.696 2.324
O -0.629 2.496 0.909
C -1.839 2.649 0.107
H -3.500 -2.828 1.401
H -3.469 -1.957 -0.147
H -2.306 -3.273 0.155
H -1.453 -2.867 2.552
H -0.101 -2.220 1.608
H -1.842 -0.771 3.652
H -0.130 -1.185 3.877
H -2.393 1.170 2.425
H -1.557 1.524 3.953
H -1.483 3.561 2.481
H 0.140 2.896 2.749
H -2.228 3.644 0.313
H -1.542 2.567 -0.933
H -2.566 1.878 0.353
S 3.984 2.818 1.907
C 3.301 2.126 3.306
C 2.187 1.374 3.057
C 1.882 1.372 1.677
C 2.777 2.099 0.936
C 2.650 2.101 -0.495
C 3.506 2.713 -1.398
C 3.335 2.502 -2.752
C 2.305 1.669 -3.181
C 1.459 1.112 -2.253
N 1.617 1.338 -0.937
H 3.761 2.306 4.266
H 1.644 0.858 3.832
H 4.307 3.334 -1.021
H 3.999 2.968 -3.467
H 2.147 1.449 -4.226
H 0.635 0.499 -2.581
Br 0.850 -5.882 -2.879
C -0.095 -4.260 -2.962
C -1.047 -4.060 -3.957
C -1.751 -2.865 -4.026
C -1.518 -1.867 -3.096
C -0.561 -2.078 -2.103
C 0.162 -3.271 -2.032
C -0.319 -1.027 -1.131
O -0.992 0.034 -1.027
O 0.691 -1.127 -0.294
H -1.236 -4.845 -4.677
H -2.484 -2.722 -4.807
H -2.071 -0.938 -3.129
H 0.908 -3.421 -1.264
*
```

- ΔE to the lowest compared entry with this formula, charge and spin: 81.6 kJ/mol
- Orbital gap: 6.07 eV
- HOMO energy: -14.020 eV
- M: 689.49 g/mol
- Calculated total energy: -119038.11083 eV
- E_LUMO: -7.95 eV